1.
DFT (the ωB97M-V functional and the def2-TZVPD basis) results for an isolated molecule of C4H6N2O.

largest force on an atom	0.47	eV/Å
LUMO	0.4869	eV
ΔE to the lowest compared entry with this formula, charge and spin	305.2	kJ/mol
net charge	0
E	-340.67868	Eh

Positions of all 13 atoms, in Å:
1 N 0.781 1.803 -0.989
2 C -0.158 0.787 -0.585
3 C -0.236 -0.516 -1.358
4 C -0.296 -1.471 -0.360
5 C -0.109 -0.890 0.925
6 O -0.067 -1.474 2.119
7 N 0.029 0.415 0.845
8 H 0.301 2.654 -1.254
9 H 1.287 1.479 -1.805
10 H -1.195 1.151 -0.653
11 H -0.435 -2.543 -0.485
12 H -0.205 -2.424 2.003
13 H 0.304 1.028 1.597

These are the Mulliken partial charges, in e, on atoms 1 to 2: -0.6434 0.5746

---

2.
DFT (the ωB97M-V functional and the def2-TZVPD basis) results for an isolated molecule of C4H6N2O at a distorted geometry.

structure (SMILES)	O=C1NC[C@H]2CN12
largest force on an atom	2.77	eV/Å
LUMO	0.8676	eV
ΔE to the lowest compared entry with this formula, charge and spin	335.5	kJ/mol
net charge	0
E	-340.66711	Eh

Positions of all 13 atoms, in Å:
1 O -1.739 -1.893 0.377
2 C -0.958 -0.995 0.180
3 N -1.213 0.351 0.234
4 C -0.250 1.203 -0.440
5 C 0.936 0.257 -0.676
6 C 1.382 -0.431 0.545
7 N 0.404 -1.228 -0.171
8 H -2.148 0.646 0.466
9 H 0.018 2.066 0.193
10 H -0.645 1.596 -1.383
11 H 0.851 -0.630 -1.421
12 H 2.378 -0.855 0.599
13 H 0.982 -0.088 1.497

These are the Mulliken partial charges, in e, on atoms 1 to 2: -0.5800 0.5117

---

3.
DFT (the ωB97M-V functional and the def2-TZVPD basis) results for an isolated molecule of C4H6N2O at a distorted geometry.

largest force on an atom	1.58	eV/Å
LUMO (spin up / spin down)	-0.2038 / -0.9279	eV
ΔE to the lowest compared entry with this formula, charge and spin	486.6	kJ/mol
net charge	0
E	-340.60959	Eh

Positions of all 13 atoms, in Å:
1 C -2.547 0.322 0.155
2 O -1.384 -0.359 0.610
3 C -0.288 -0.130 -0.072
4 N -0.118 0.589 -1.065
5 N 2.338 0.894 -0.589
6 C 2.192 -0.243 -0.046
7 C 0.925 -0.874 0.018
8 H -3.335 0.078 0.846
9 H -2.394 1.390 0.149
10 H -2.849 0.018 -0.837
11 H 3.239 1.306 -0.368
12 H 3.044 -0.747 0.381
13 H 0.872 -1.957 0.072

These are the Mulliken partial charges, in e, on atoms 1 to 2: -0.6716 -0.3847

---

4.
DFT (the ωB97M-V functional and the def2-TZVPD basis) results for a structure of composition C4H6N2O at a distorted geometry.

largest force on an atom	5.83	eV/Å
LUMO	0.0769	eV
ΔE to the lowest compared entry with this formula, charge and spin	448.3	kJ/mol
net charge	0
E	-340.62416	Eh

Positions of all 13 atoms, in Å:
1 C -0.249 -1.872 0.512
2 C -0.044 -0.657 0.121
3 C 1.181 0.031 -0.239
4 C 1.294 1.531 0.020
5 N -2.531 -0.101 -0.279
6 N -1.533 0.532 -0.159
7 O 2.040 -0.705 -0.712
8 H -1.182 -2.341 0.724
9 H 0.594 -2.555 0.615
10 H 1.953 1.968 -0.777
11 H 1.614 1.759 0.948
12 H 0.209 1.853 -0.183
13 H -3.345 0.558 -0.591

These are the Mulliken partial charges, in e, on atoms 1 to 2: -0.7189 0.4718

---

5.
DFT (the ωB97M-V functional and the def2-TZVPD basis) results for an isolated molecule of C4H6N2O.

largest force on an atom	0.35	eV/Å
LUMO (spin up / spin down)	0.5696 / 0.4254	eV
ΔE to the lowest compared entry with this formula, charge and spin	385.5	kJ/mol
net charge	0
E	-340.64808	Eh

Positions of all 13 atoms, in Å:
1 C 2.354 -0.031 -0.183
2 O 1.356 0.656 -0.860
3 C 0.140 0.401 -0.595
4 C -0.205 -0.528 0.507
5 N -1.591 -0.174 0.673
6 C -1.905 0.763 -0.262
7 N -0.923 1.153 -1.025
8 H 3.309 0.258 -0.611
9 H 2.169 -1.108 -0.161
10 H 0.518 -0.256 1.324
11 H -0.049 -1.599 0.311
12 H -2.260 -0.694 1.215
13 H -2.911 1.161 -0.332

These are the Mulliken partial charges, in e, on atoms 1 to 2: -0.6866 -0.2856

---

6.
DFT (the ωB97M-V functional and the def2-TZVPD basis) results for an isolated molecule of C4H6N2O at a distorted geometry.

structure (SMILES)	[H]/N=C/OCCC#N
largest force on an atom	1.12	eV/Å
LUMO	0.7231	eV
ΔE to the lowest compared entry with this formula, charge and spin	123.5	kJ/mol
net charge	0
E	-340.74787	Eh

Positions of all 13 atoms, in Å:
1 H -2.557 1.592 -0.248
2 N -1.724 1.013 -0.319
3 C -1.899 -0.094 0.266
4 O -0.965 -1.058 0.314
5 C 0.251 -0.794 -0.382
6 C 1.138 0.145 0.441
7 C 2.420 0.377 -0.227
8 N 3.424 0.552 -0.774
9 H -2.792 -0.428 0.802
10 H 0.033 -0.352 -1.358
11 H 0.727 -1.768 -0.512
12 H 0.625 1.102 0.567
13 H 1.319 -0.287 1.431

These are the Mulliken partial charges, in e, on atoms 1 to 2: 0.2327 -0.6248

---

7.
DFT (the ωB97M-V functional and the def2-TZVPD basis) results for an isolated molecule of C4H6N2O at a distorted geometry.

structure (SMILES)	Cc1nc(N)co1
largest force on an atom	5.47	eV/Å
LUMO	0.9831	eV
ΔE to the lowest compared entry with this formula, charge and spin	253.9	kJ/mol
net charge	0
E	-340.69819	Eh

Positions of all 13 atoms, in Å:
1 C 1.374 -1.673 -0.961
2 C 0.365 -0.701 -0.555
3 N 0.554 0.558 -0.153
4 C -0.554 1.015 0.389
5 N -0.482 2.118 1.252
6 C -1.563 0.095 0.310
7 O -0.980 -0.987 -0.263
8 H 1.047 -2.548 -0.236
9 H 1.473 -1.828 -2.083
10 H 2.532 -1.244 -0.683
11 H -1.365 2.509 1.253
12 H 0.171 2.899 0.832
13 H -2.573 -0.214 0.900

These are the Mulliken partial charges, in e, on atoms 1 to 2: -0.8393 0.5932

---

8.
DFT (the ωB97M-V functional and the def2-TZVPD basis) results for an isolated molecule of C4H6N2O at a distorted geometry.

structure (SMILES)	[H]/N=C/NC(O)=C=C
largest force on an atom	1.37	eV/Å
LUMO	0.8091	eV
ΔE to the lowest compared entry with this formula, charge and spin	290.4	kJ/mol
net charge	0
E	-340.68432	Eh

Positions of all 13 atoms, in Å:
1 H 1.433 2.337 1.372
2 N 0.908 1.492 1.569
3 C 0.038 1.193 0.700
4 N -0.872 0.163 0.953
5 C -0.835 -0.817 -0.061
6 O -1.861 -1.705 -0.130
7 C 0.148 -0.698 -0.932
8 C 1.227 -0.694 -1.653
9 H -0.195 1.739 -0.220
10 H -0.815 -0.193 1.905
11 H -2.569 -1.413 0.457
12 H 1.362 -0.009 -2.479
13 H 2.031 -1.394 -1.481

These are the Mulliken partial charges, in e, on atoms 1 to 2: 0.2546 -0.6952

---

9.
DFT (the ωB97M-V functional and the def2-TZVPD basis) results for an isolated molecule of C4H6N2O at a distorted geometry.

structure (SMILES)	[H]/N=C1\CNC(=O)C1
largest force on an atom	3.65	eV/Å
LUMO	0.6687	eV
ΔE to the lowest compared entry with this formula, charge and spin	178.1	kJ/mol
net charge	0
E	-340.72707	Eh

Positions of all 13 atoms, in Å:
1 H -1.008 -0.635 2.589
2 N -1.325 -0.323 1.675
3 C -0.484 -0.211 0.765
4 C 0.980 0.062 0.768
5 N 0.880 0.836 -0.447
6 C 0.062 0.366 -1.487
7 O -0.006 0.951 -2.544
8 C -0.903 -0.568 -0.875
9 H 1.627 -0.818 0.740
10 H 1.266 0.708 1.605
11 H 1.532 1.586 -0.627
12 H -0.687 -1.621 -1.029
13 H -1.933 -0.334 -1.133

These are the Mulliken partial charges, in e, on atoms 1 to 2: 0.2529 -0.6371

---

10.
DFT (the ωB97M-V functional and the def2-TZVPD basis) results for an isolated molecule of C4H6N2O at a distorted geometry.

structure (SMILES)	[H]/N=C/OCCC#N
largest force on an atom	1.04	eV/Å
LUMO	0.6676	eV
ΔE to the lowest compared entry with this formula, charge and spin	147.9	kJ/mol
net charge	0
E	-340.73860	Eh

Positions of all 13 atoms, in Å:
1 H 2.392 2.201 -0.840
2 N 1.375 2.237 -0.864
3 C 0.913 1.070 -0.768
4 O -0.429 0.880 -0.805
5 C -0.897 -0.437 -0.614
6 C -1.051 -0.789 0.869
7 C 0.251 -0.913 1.531
8 N 1.302 -0.980 2.008
9 H 1.487 0.143 -0.663
10 H -0.238 -1.167 -1.102
11 H -1.879 -0.489 -1.091
12 H -1.640 -0.017 1.376
13 H -1.587 -1.740 0.963

These are the Mulliken partial charges, in e, on atoms 1 to 2: 0.2641 -0.6185

---

11.
DFT (the ωB97M-V functional and the def2-TZVPD basis) results for an isolated molecule of C4H6N2O.

largest force on an atom	0.47	eV/Å
LUMO	0.1959	eV
ΔE to the lowest compared entry with this formula, charge and spin	338.7	kJ/mol
net charge	0
E	-340.66592	Eh

Positions of all 13 atoms, in Å:
1 C 2.134 -0.141 0.102
2 C 0.672 -0.138 -0.216
3 N 0.181 -0.541 -1.401
4 C -1.168 -0.314 -1.440
5 C -1.520 -0.008 -0.011
6 O -2.542 0.831 0.399
7 N -0.257 0.266 0.646
8 H 2.675 -0.509 -0.775
9 H 2.348 -0.789 0.962
10 H 2.479 0.874 0.344
11 H -1.758 -1.083 0.163
12 H -3.121 0.956 -0.365
13 H -0.123 0.594 1.592

These are the Mulliken partial charges, in e, on atoms 1 to 2: -0.9993 0.5902

---

12.
DFT (the ωB97M-V functional and the def2-TZVPD basis) results for an isolated molecule of C4H6N2O at a distorted geometry.

structure (SMILES)	O=C1NC[C@H]2CN12
largest force on an atom	3.54	eV/Å
LUMO	0.7662	eV
ΔE to the lowest compared entry with this formula, charge and spin	576.5	kJ/mol
net charge	0
E	-340.57534	Eh

Positions of all 13 atoms, in Å:
1 O -2.367 -1.140 0.934
2 C -1.368 -0.628 0.515
3 N -0.847 -0.628 -1.032
4 C 0.071 0.519 -1.045
5 C 0.892 -0.126 0.023
6 C 1.155 0.509 1.355
7 N 0.087 -0.561 1.120
8 H -1.428 -0.681 -1.870
9 H -0.447 1.464 -0.860
10 H 0.717 0.611 -1.931
11 H 0.727 -1.135 -0.737
12 H 2.095 0.322 1.904
13 H 0.712 1.473 1.623

These are the Mulliken partial charges, in e, on atoms 1 to 2: -0.4417 0.3192

---

13.
DFT (the ωB97M-V functional and the def2-TZVPD basis) results for an isolated molecule of C4H6N2O.

structure (SMILES)	Nc1ccc(O)[nH]1
largest force on an atom	0.30	eV/Å
LUMO	0.8638	eV
ΔE to the lowest compared entry with this formula, charge and spin	96.1	kJ/mol
net charge	0
E	-340.75830	Eh

Positions of all 13 atoms, in Å:
1 N 1.339 -1.646 0.940
2 C 0.433 -0.657 0.511
3 C -0.761 -0.235 1.022
4 C -1.316 0.720 0.094
5 C -0.429 0.825 -0.933
6 O -0.388 1.560 -2.078
7 N 0.632 -0.018 -0.698
8 H 1.501 -1.611 1.939
9 H 2.228 -1.590 0.460
10 H -1.227 -0.593 1.931
11 H -2.262 1.241 0.180
12 H -1.255 1.965 -2.196
13 H 1.516 0.058 -1.176

These are the Mulliken partial charges, in e, on atoms 1 to 2: -0.5276 0.0890

---

14.
DFT (the ωB97M-V functional and the def2-TZVPD basis) results for an isolated molecule of C4H6N2O.

structure (SMILES)	N[C@H]1NC=C=C1O
largest force on an atom	0.47	eV/Å
LUMO	0.2962	eV
ΔE to the lowest compared entry with this formula, charge and spin	323.7	kJ/mol
net charge	0
E	-340.67163	Eh

Positions of all 13 atoms, in Å:
1 N -0.313 -1.550 -1.013
2 C -0.032 -0.638 0.065
3 N 1.341 -0.196 0.097
4 C 1.352 1.108 0.433
5 C 0.103 1.758 0.588
6 C -0.711 0.703 0.261
7 O -2.051 0.665 0.239
8 H -0.389 -1.054 -1.896
9 H -1.205 -2.003 -0.845
10 H -0.252 -1.139 1.018
11 H 2.125 -0.805 -0.081
12 H 2.336 1.562 0.569
13 H -2.337 1.542 0.544

These are the Mulliken partial charges, in e, on atoms 1 to 2: -0.5980 0.0951

---

15.
DFT (the ωB97M-V functional and the def2-TZVPD basis) results for an isolated molecule of C4H6N2O.

structure (SMILES)	C1=NCN[C@@]12CO2
largest force on an atom	0.38	eV/Å
LUMO	0.8798	eV
ΔE to the lowest compared entry with this formula, charge and spin	229.1	kJ/mol
net charge	0
E	-340.70764	Eh

Positions of all 13 atoms, in Å:
1 C -0.330 0.566 -1.175
2 N -1.565 0.358 -0.973
3 C -1.706 -0.100 0.403
4 N -0.410 0.113 1.048
5 C 0.540 0.278 0.005
6 C 1.860 -0.353 -0.092
7 O 1.710 1.036 0.213
8 H 0.059 0.921 -2.127
9 H -1.999 -1.161 0.377
10 H -2.506 0.462 0.896
11 H -0.165 -0.565 1.756
12 H 2.302 -0.578 -1.063
13 H 2.211 -0.978 0.731

These are the Mulliken partial charges, in e, on atoms 1 to 2: -0.3649 -0.5138

---

16.
DFT (the ωB97M-V functional and the def2-TZVPD basis) results for a structure of composition C4H6N2O.

largest force on an atom	0.26	eV/Å
LUMO	0.7274	eV
ΔE to the lowest compared entry with this formula, charge and spin	288.5	kJ/mol
net charge	0
E	-340.68502	Eh

Positions of all 13 atoms, in Å:
1 N -2.316 -0.388 0.240
2 C -0.966 -0.103 0.007
3 C -0.334 1.145 0.041
4 C 1.039 0.921 -0.034
5 C 1.207 -0.470 -0.110
6 O 2.262 -1.205 -0.579
7 N -0.081 -1.117 -0.125
8 H -2.659 -1.134 -0.352
9 H -2.904 0.430 0.157
10 H -0.827 2.103 0.162
11 H 1.828 1.663 -0.052
12 H 3.074 -0.791 -0.261
13 H 0.675 -1.055 0.904

These are the Mulliken partial charges, in e, on atoms 1 to 2: -0.5211 0.2636

---

17.
DFT (the ωB97M-V functional and the def2-TZVPD basis) results for a cluster of 2 separate species, C4H6N2O in total.

largest force on an atom	0.54	eV/Å
LUMO	0.2527	eV
ΔE to the lowest compared entry with this formula, charge and spin	609.8	kJ/mol
net charge	0
E	-340.56264	Eh

Positions of all 13 atoms, in Å:
1 N -1.666 -1.630 0.324
2 C -0.517 -1.167 0.223
3 O 0.738 -1.637 0.709
4 C 1.455 -0.580 0.243
5 C 0.188 0.009 -0.355
6 C 0.013 0.605 -1.703
7 N -0.264 1.374 -0.505
8 H -1.687 -2.506 0.846
9 H 1.248 0.975 2.133
10 H 1.834 0.650 1.800
11 H -0.805 0.224 -2.308
12 H 0.910 0.909 -2.236
13 H -1.265 1.407 -0.318

These are the Mulliken partial charges, in e, on atoms 1 to 2: -0.5868 0.3296

---

18.
DFT (the ωB97M-V functional and the def2-TZVPD basis) results for a cluster of 4 separate species, C4H6N2O in total at a distorted geometry.

largest force on an atom	12.91	eV/Å
LUMO	-0.4999	eV
ΔE to the lowest compared entry with this formula, charge and spin	1063.9	kJ/mol
net charge	0
E	-340.38967	Eh

Positions of all 13 atoms, in Å:
1 C 2.544 -0.389 0.394
2 C 0.253 0.300 -0.313
3 C -0.809 1.238 -0.115
4 C -2.082 0.407 0.095
5 H 3.125 0.453 1.710
6 H 3.374 -0.377 -0.929
7 H 1.670 -1.623 0.698
8 H 0.574 -1.703 -1.061
9 H -0.686 -1.460 0.031
10 H -0.745 2.150 0.387
11 N 0.176 -1.072 -0.220
12 N -2.876 -0.681 0.247
13 O 1.519 0.686 -0.174

These are the Mulliken partial charges, in e, on atoms 1 to 2: -0.6346 0.7279